# 1
Computed, not measured: 2 unconnected molecules or ions with the total composition C3H5BrO2, with ωB97M-V/def2-TZVPD.

```
11
Properties=species:S:1:pos:R:3:nbo_charge:R:1
C 2.01 -0.14 1.40 0.302
C -0.76 -0.19 0.11 -0.717
C 0.24 0.42 -0.73 0.214
O 1.43 -0.77 2.26 -0.504
O 0.30 1.74 -0.96 -0.673
Br 1.12 -0.71 -1.90 0.039
H 2.91 0.40 1.75 0.122
H -0.54 -1.10 0.65 0.262
H -1.59 -0.36 -0.64 0.215
H -1.27 0.60 0.74 0.244
H 0.91 1.95 -1.65 0.496
```

Kohn-Sham gap (spin up / spin down), eV: 8.9 / 6.8
Energy relative to the best compared isomer or geometry (same formula, charge and spin), kJ/mol: 382.4
Highest occupied orbital energy (spin up / spin down), Eh: -0.3079 / -0.2507
LUMO energy (spin up / spin down), eV: 0.57 / -0.05

=====

# 2
Computed, not measured: a molecular structure, C58H65AsCdN3OP2Si2, with ωB97M-V/def2-TZVPD.

```
133
Properties=species:S:1:pos:R:3:lowdin_charge:R:1
Cd -0.32 -0.01 -0.43 1.350
C -1.61 -3.90 -1.93 -0.185
Si -1.99 -3.82 -0.09 0.267
C -3.87 -4.01 0.01 -0.188
C -1.20 -5.36 0.67 -0.187
N -1.44 -2.36 0.56 -0.291
P -0.91 -1.74 1.93 0.564
C -0.49 -0.11 1.82 -0.541
P -1.32 1.35 1.84 0.547
N -0.73 2.36 0.76 -0.300
Si -0.11 3.90 0.55 0.279
C -1.39 5.13 -0.12 -0.193
C 1.30 3.81 -0.71 -0.177
C 0.59 4.70 2.11 -0.186
C -1.25 2.10 3.52 -0.295
C -0.04 1.99 4.19 -0.117
C 0.14 2.57 5.44 -0.095
C -0.91 3.26 6.04 -0.109
C -2.12 3.36 5.39 -0.099
C -2.29 2.79 4.13 -0.080
C -3.14 1.31 1.50 -0.287
C -3.76 2.50 1.09 -0.107
C -5.10 2.53 0.78 -0.093
C -5.86 1.37 0.84 -0.111
C -5.25 0.18 1.22 -0.085
C -3.90 0.15 1.54 -0.078
C 0.62 -2.65 2.42 -0.257
C 0.63 -3.78 3.24 -0.094
C 1.81 -4.46 3.50 -0.102
C 3.01 -4.01 2.96 -0.111
C 3.01 -2.87 2.16 -0.095
C 1.83 -2.20 1.90 -0.106
C -2.00 -2.11 3.37 -0.290
C -2.75 -3.29 3.45 -0.108
C -3.58 -3.53 4.53 -0.089
C -3.68 -2.60 5.55 -0.102
C -2.94 -1.43 5.49 -0.079
C -2.10 -1.20 4.41 -0.069
H -2.20 -4.69 -2.41 0.024
H -0.56 -4.11 -2.11 0.005
H -1.85 -2.95 -2.41 0.012
H -4.18 -5.00 -0.33 0.019
H -4.34 -3.27 -0.64 0.021
H -4.28 -3.86 1.02 0.004
H -1.35 -6.22 0.01 0.019
H -1.59 -5.63 1.65 0.009
H -0.12 -5.21 0.78 0.016
H -2.02 4.67 -0.88 0.011
H -0.90 6.00 -0.56 0.017
H -2.04 5.48 0.68 0.016
H 1.08 3.03 -1.44 0.001
H 2.24 3.54 -0.22 0.019
H 1.46 4.75 -1.24 0.022
H -0.16 4.78 2.91 0.015
H 0.93 5.72 1.88 0.021
H 1.44 4.15 2.51 0.020
H 0.76 1.43 3.73 0.100
H 1.09 2.47 5.95 0.096
H -0.77 3.70 7.02 0.091
H -2.95 3.89 5.85 0.094
H -3.25 2.87 3.64 0.093
H -3.16 3.39 0.99 0.080
H -5.56 3.46 0.45 0.099
H -6.91 1.39 0.58 0.094
H -5.83 -0.74 1.24 0.099
H -3.45 -0.79 1.79 0.068
H -0.29 -4.14 3.68 0.092
H 1.80 -5.33 4.14 0.094
H 3.93 -4.54 3.17 0.091
H 3.94 -2.50 1.75 0.092
H 1.85 -1.29 1.32 0.046
H -2.68 -4.02 2.65 0.062
H -4.16 -4.45 4.57 0.097
H -4.34 -2.79 6.39 0.093
H -3.01 -0.70 6.28 0.100
H -1.52 -0.29 4.37 0.083
O 2.09 0.10 -0.42 -0.557
As 3.32 0.00 -1.50 1.190
C 3.45 1.48 -2.72 -0.295
C 2.44 1.66 -3.67 -0.085
C 2.48 2.76 -4.50 -0.061
C 3.52 3.69 -4.40 -0.082
C 4.52 3.50 -3.45 -0.085
C 4.49 2.40 -2.61 -0.093
C 4.97 -0.05 -0.52 -0.308
C 4.97 0.56 0.74 -0.087
C 6.12 0.53 1.51 -0.076
C 7.26 -0.10 1.04 -0.089
C 7.25 -0.72 -0.21 -0.088
C 6.10 -0.69 -0.99 -0.091
C 3.24 -1.60 -2.55 -0.310
C 3.69 -1.65 -3.86 -0.099
C 3.57 -2.83 -4.58 -0.089
C 3.00 -3.95 -3.99 -0.080
C 2.55 -3.89 -2.68 -0.074
C 2.67 -2.72 -1.95 -0.096
H 1.62 0.95 -3.75 0.071
H 1.69 2.91 -5.23 0.104
H 3.53 4.55 -5.04 0.100
H 5.32 4.23 -3.37 0.100
H 5.26 2.27 -1.87 0.098
H 4.06 1.02 1.11 0.109
H 6.12 1.00 2.49 0.105
H 8.16 -0.13 1.64 0.100
H 8.14 -1.23 -0.57 0.100
H 6.09 -1.19 -1.95 0.102
H 4.11 -0.76 -4.33 0.105
H 3.91 -2.87 -5.61 0.102
H 2.90 -4.86 -4.56 0.102
H 2.09 -4.76 -2.22 0.107
H 2.28 -2.66 -0.94 0.101
C -3.67 0.97 -2.08 -0.101
N -3.16 2.18 -2.70 -0.240
C -3.75 2.39 -4.00 -0.128
C -1.70 2.25 -2.68 -0.201
C -0.98 1.09 -3.35 -0.283
C -0.85 1.10 -4.74 -0.090
C -0.27 0.04 -5.42 -0.109
C 0.19 -1.05 -4.69 -0.110
C 0.08 -1.05 -3.31 -0.189
C -0.49 0.02 -2.59 -0.206
H -4.75 1.06 -1.94 0.079
H -3.21 0.82 -1.10 0.057
H -3.47 0.06 -2.68 0.088
H -4.83 2.51 -3.88 0.077
H -3.59 1.55 -4.70 0.076
H -3.36 3.30 -4.45 0.079
H -1.39 2.30 -1.63 0.055
H -1.40 3.19 -3.15 0.118
H -1.21 1.96 -5.30 0.102
H -0.18 0.06 -6.50 0.093
H 0.64 -1.90 -5.20 0.093
H 0.46 -1.91 -2.77 0.055
```

Charge: -1
Kohn-Sham gap, eV: 6.4
Energy relative to the best compared isomer or geometry (same formula, charge and spin), kJ/mol: 0.0
Highest occupied orbital energy, Eh: -0.1546
LUMO energy, eV: 2.18

=====

# 3
Computed, not measured: a molecular structure, C44H59N4O4P2PbS3, with ωB97M-V/def2-TZVPD.

```
117
Properties=species:S:1:pos:R:3:lowdin_spin:R:1
Pb -1.21 0.43 0.66 0.000
C -1.13 -3.01 3.31 0.000
C -0.29 -3.28 2.05 0.000
C 0.72 -4.41 2.42 0.000
C -1.13 -3.62 0.82 0.000
C -1.96 -4.72 0.85 0.000
C -2.62 -5.16 -0.29 0.000
C -2.50 -4.45 -1.49 0.000
C -1.63 -3.37 -1.54 0.000
C -1.39 -2.77 -2.88 0.000
C -2.58 -2.12 -3.59 0.000
C -0.78 -3.82 -3.86 0.000
C -0.99 -2.92 -0.39 0.000
N -0.16 -1.76 -0.41 0.000
C 1.11 -1.86 -0.71 0.000
C 2.08 -0.78 -0.67 0.000
N 1.80 0.41 -0.06 0.000
C 2.81 1.38 0.10 0.000
C 3.05 2.34 -0.96 0.000
C 3.81 3.49 -0.69 0.000
C 4.33 3.70 0.56 0.000
C 4.28 2.69 1.52 0.000
C 3.58 1.48 1.29 0.000
C 3.52 0.60 2.51 0.000
C 2.12 0.16 2.93 0.000
C 4.37 -0.72 2.38 0.000
C 2.47 2.12 -2.32 0.000
C 1.26 3.09 -2.54 0.000
C 3.48 2.20 -3.49 0.000
C 3.36 -1.29 -1.15 0.000
C 4.61 -0.74 -1.42 0.000
C 5.65 -1.56 -1.89 0.000
C 5.50 -2.91 -2.16 0.000
C 4.23 -3.51 -1.87 0.000
C 3.89 -4.90 -1.98 0.000
C 2.59 -5.28 -1.70 0.000
C 1.53 -4.39 -1.40 0.000
C 1.84 -3.03 -1.18 0.000
C 3.18 -2.65 -1.44 0.000
H -0.47 -2.66 4.12 0.000
H -1.65 -3.92 3.69 0.000
H -1.86 -2.18 3.16 0.000
H 0.22 -2.28 1.91 0.000
H 0.14 -5.24 2.91 0.000
H 1.45 -4.02 3.17 0.000
H 1.28 -4.77 1.56 0.000
H -2.10 -5.30 1.78 0.000
H -3.21 -6.04 -0.17 0.000
H -3.06 -4.75 -2.37 0.000
H -0.61 -1.97 -2.79 0.000
H -3.39 -2.82 -3.82 0.000
H -2.32 -1.64 -4.55 0.000
H -3.06 -1.35 -2.94 0.000
H -1.60 -4.56 -4.15 0.000
H 0.04 -4.40 -3.42 0.000
H -0.38 -3.37 -4.83 0.000
H 3.92 4.28 -1.43 0.000
H 4.76 4.68 0.91 0.000
H 4.81 2.86 2.44 0.000
H 3.92 1.16 3.34 0.000
H 1.77 -0.73 2.37 0.000
H 1.35 0.93 2.80 0.000
H 2.15 -0.14 3.98 0.000
H 4.10 -1.35 1.46 0.000
H 4.19 -1.36 3.28 0.000
H 5.43 -0.43 2.37 0.000
H 2.07 1.07 -2.26 0.000
H 1.56 4.17 -2.57 0.000
H 0.56 2.97 -1.72 0.000
H 0.73 2.90 -3.52 0.000
H 4.10 3.14 -3.50 0.000
H 2.90 2.25 -4.44 0.000
H 4.17 1.34 -3.55 0.000
H 4.82 0.33 -1.25 0.000
H 6.56 -1.01 -2.14 0.000
H 6.37 -3.58 -2.36 0.000
H 4.65 -5.66 -2.26 0.000
H 2.36 -6.37 -1.76 0.000
H 0.55 -4.87 -1.21 0.000
C -4.92 3.09 -3.99 0.000
C -4.90 1.95 -3.03 0.000
O -4.43 2.49 -1.74 0.000
P -2.88 2.72 -1.31 0.000
S -2.80 3.06 0.66 0.000
S -1.76 1.16 -1.99 0.000
O -2.31 4.00 -2.14 0.000
C -2.80 5.32 -1.83 0.000
C -1.76 6.04 -0.94 0.000
H -5.48 2.78 -4.87 0.000
H -3.90 3.38 -4.33 0.000
H -5.41 3.97 -3.58 0.000
H -4.26 1.12 -3.34 0.000
H -5.91 1.58 -2.86 0.000
H -3.79 5.31 -1.30 0.000
H -2.96 5.85 -2.83 0.000
H -1.43 5.30 -0.17 0.000
H -2.29 6.82 -0.46 0.000
H -0.91 6.42 -1.56 0.000
O 0.67 5.03 2.81 0.369
N 0.53 5.72 3.72 0.629
C -3.21 3.82 4.63 0.001
P -2.63 2.11 4.58 0.000
C -2.07 1.64 6.27 0.000
C -4.13 1.17 4.25 0.000
O -1.57 1.82 3.59 0.000
H -3.82 4.08 5.52 0.000
H -3.81 4.00 3.70 0.000
H -2.35 4.48 4.55 0.001
H -2.73 2.10 7.03 0.000
H -1.06 2.06 6.41 0.000
H -2.05 0.50 6.42 0.000
H -3.74 0.12 4.24 0.000
H -4.51 1.43 3.24 0.000
H -4.95 1.27 4.98 0.000
S -5.93 -1.75 0.93 0.000
C -4.45 -1.33 1.41 0.000
N -3.35 -0.96 1.76 0.000
```

Kohn-Sham gap, eV: 5.4
Energy relative to the best compared isomer or geometry (same formula, charge and spin), kJ/mol: 39.4
2S+1: 2
Highest occupied orbital energy, Eh: -0.2582
LUMO energy, eV: -1.67

=====

# 4
Computed, not measured: a molecular structure, C33H25Br4ClN7O6SY, with ωB97M-V/def2-TZVPD.

```
78
Properties=species:S:1:pos:R:3:lowdin_charge:R:1
Y 0.31 0.77 0.27 1.460
N 3.39 2.63 3.59 0.024
C 2.94 1.94 2.46 -0.927
S 2.17 0.43 2.69 0.582
N 3.23 2.51 1.32 -0.035
N 2.68 1.84 0.24 -0.085
C 3.46 1.68 -0.75 -0.091
C 2.94 1.16 -2.02 -0.258
C 3.79 0.74 -3.04 -0.028
C 3.22 0.31 -4.23 -0.063
C 1.85 0.35 -4.37 -0.048
C 1.08 0.77 -3.29 -0.115
N 1.61 1.15 -2.13 0.092
H 2.88 2.37 4.42 0.050
H 3.46 3.62 3.43 0.068
H 4.51 1.96 -0.67 0.120
H 4.86 0.73 -2.88 0.107
H 3.85 -0.06 -5.03 0.104
H 1.36 0.02 -5.28 0.106
H 0.00 0.79 -3.33 0.111
Br 0.73 -3.75 -5.40 0.637
C 1.04 -2.96 -3.71 -0.790
C 2.26 -3.11 -3.07 -0.779
Br 3.65 -4.13 -3.87 0.641
C 2.49 -2.48 -1.84 -0.656
Br 4.14 -2.61 -0.92 0.722
C 1.51 -1.70 -1.23 -0.478
O 1.66 -1.07 -0.12 -0.233
C 0.23 -1.54 -1.89 -0.498
O -0.61 -0.74 -1.31 -0.232
C 0.05 -2.17 -3.10 -0.668
Br -1.63 -1.87 -3.94 0.720
C -3.26 1.75 1.03 -0.091
N -2.65 0.78 0.13 -0.271
C -3.34 -0.50 0.26 -0.106
C -2.79 1.25 -1.25 -0.197
C -1.98 2.50 -1.52 -0.270
C -2.50 3.47 -2.37 -0.083
C -1.76 4.60 -2.68 -0.138
C -0.50 4.75 -2.11 -0.132
C -0.01 3.77 -1.26 -0.149
C -0.70 2.60 -0.95 -0.187
H -4.32 1.90 0.77 0.089
H -2.73 2.69 0.98 0.089
H -3.22 1.38 2.06 0.078
H -4.42 -0.40 0.07 0.087
H -3.21 -0.89 1.27 0.076
H -2.92 -1.20 -0.46 0.066
H -3.86 1.43 -1.47 0.115
H -2.45 0.44 -1.90 0.081
H -3.50 3.35 -2.79 0.092
H -2.16 5.36 -3.34 0.079
H 0.09 5.64 -2.34 0.080
H 0.99 3.93 -0.84 0.074
O -2.19 1.09 6.06 0.094
C -2.37 -0.17 5.71 -0.530
O -2.98 -0.96 6.40 0.037
C -1.76 -0.59 4.42 -0.045
C -1.65 -1.90 3.98 -0.581
Cl -2.21 -3.36 4.66 0.773
N -1.04 -1.89 2.77 -0.063
N -0.76 -0.64 2.40 0.107
C -1.16 0.15 3.37 -0.162
C -0.89 1.64 3.23 -0.607
O -1.09 2.35 4.24 0.035
O -0.51 2.01 2.11 -0.122
C -0.48 -2.98 2.03 -0.194
C -0.76 -3.09 0.68 0.005
C -0.17 -4.12 -0.05 -0.055
C 0.69 -5.00 0.57 -0.075
C 0.97 -4.87 1.93 -0.078
C 0.39 -3.85 2.66 -0.030
H -1.66 1.62 5.33 0.038
H -1.40 -2.37 0.18 0.089
H -0.37 -4.19 -1.11 0.111
H 1.17 -5.78 -0.01 0.103
H 1.67 -5.55 2.41 0.098
H 0.63 -3.71 3.70 0.109
```

Charge: -2
Kohn-Sham gap, eV: 6.1
Energy relative to the best compared isomer or geometry (same formula, charge and spin), kJ/mol: 0.0
Highest occupied orbital energy, Eh: -0.0877
LUMO energy, eV: 3.75